Below is a structure of composition C47H52N7O2Sn at a distorted geometry, with properties calculated with wB97M-V/def2-TZVPD.

* gap between HOMO and LUMO: 7.5 eV
* strongest force on any atom: 1.07 eV Å⁻¹
* total charge: +1
* electronic energy: -69937.118 eV
* LUMO energy: -2.874 eV

XYZ file:
```
109
Properties=species:S:1:pos:R:3:forces:R:3
H -5.579260 -0.166539 -1.022679 0.07 0.00 0.06
C -0.146224 -1.402858 -2.773362 0.03 0.18 -0.33
H -0.682725 -6.090106 -2.804546 0.04 0.05 -0.01
C -2.483581 -1.008450 6.962742 0.00 -0.04 0.08
C 1.781957 3.969584 -1.687627 -0.03 0.01 0.02
H 1.598147 -0.506212 -3.817128 -0.03 0.02 -0.01
C -2.592948 4.381499 -1.952698 0.04 -0.02 -0.05
C -1.969948 -0.537183 3.271128 -0.05 -0.03 -0.61
H -2.899143 -0.257047 -3.635131 -0.08 0.01 0.05
C -3.133920 4.331806 0.366398 -0.14 0.16 0.13
C -2.530837 2.368956 1.730948 -0.22 0.44 -0.27
H 6.383979 2.151326 -1.541124 -0.07 -0.05 -0.01
H 3.995841 -1.448104 6.078796 0.01 0.05 -0.06
H 1.836955 3.789289 -0.610557 0.00 0.01 -0.07
H 4.421125 -2.285954 -3.160258 -0.01 -0.03 0.04
H -0.592889 -5.998752 -0.191200 0.03 0.03 0.00
C -4.011379 -4.145885 -1.239630 0.02 0.02 0.02
C 3.819901 -2.665239 -2.331506 0.01 0.01 0.06
C -2.174884 -3.164566 5.930623 0.01 -0.13 0.09
H -4.620212 -0.552721 -3.351440 0.06 0.06 0.01
H 1.018441 -5.608421 -2.830022 -0.06 0.01 0.00
H 4.409690 3.462908 -2.205575 0.00 -0.11 0.00
N 1.652450 -0.187562 -1.779109 0.24 0.11 0.37
C 0.066391 -5.133715 -0.293918 0.00 0.00 0.00
C 3.008256 0.244036 3.314871 -0.08 -0.05 -0.05
C -3.463578 -0.381313 -1.524545 -0.09 -0.15 0.00
C -2.399713 -2.400339 7.055745 0.01 0.01 0.01
H 0.945067 2.092076 -2.221304 -0.13 -0.08 0.01
H -0.184831 -4.678233 -3.738119 0.01 -0.03 0.07
C 4.042568 -0.314147 -1.367270 0.00 -0.16 -0.07
C -1.909469 -2.380891 -1.602142 0.07 0.06 -0.06
H 0.937789 3.479191 -4.276622 0.10 -0.04 0.04
H -1.553432 -3.316222 1.496012 -0.06 0.11 0.03
H 6.027718 1.653627 3.922739 -0.07 -0.05 0.01
H 5.958815 0.031950 5.790885 -0.07 0.01 -0.05
H -0.058478 -4.501150 0.591507 0.08 -0.07 -0.10
H -4.571756 1.199973 -0.554231 -0.02 -0.05 -0.05
H -2.627801 4.837586 -2.933860 0.01 -0.03 0.05
N -1.816203 -3.267231 3.534188 -0.01 -0.02 0.39
H 3.193996 -1.659499 0.949446 0.01 -0.03 -0.01
C 1.119178 -0.606716 -2.838611 -0.08 -0.22 -0.17
O 0.926637 -0.523448 2.410944 -0.16 0.17 -0.28
C -3.182377 4.981350 -0.856440 -0.03 0.11 -0.01
H 1.871523 1.996528 -4.559843 -0.01 0.04 0.04
H 2.708736 3.519503 -4.262822 -0.07 -0.04 0.00
H -1.724928 -4.265816 3.592919 -0.03 -0.13 -0.01
N -1.796078 -1.378136 2.160653 0.24 0.21 0.05
H 2.104937 -1.314465 4.467839 0.04 0.03 0.00
H -2.409538 0.686280 5.643072 0.02 -0.12 0.01
H -1.473359 2.661668 -2.606637 0.02 0.04 0.08
C 4.303544 2.405583 -1.984617 -0.01 0.05 0.01
C -2.115421 -1.149074 4.591540 -0.03 0.12 0.00
C 2.968759 -0.669395 4.363801 -0.01 -0.04 0.04
C -2.484998 3.111674 0.454322 0.06 -0.15 0.06
H -3.945655 1.064210 -3.080856 0.02 -0.07 0.01
C -3.204817 -1.876086 -1.421829 -0.09 0.12 -0.11
C 5.128100 0.093175 5.096044 -0.02 0.00 -0.02
H -3.231997 2.709311 2.491263 0.04 0.05 0.03
N -1.876043 2.543448 -0.593698 0.03 0.00 -0.02
C -0.229082 -4.350577 -1.578477 -0.18 -0.05 -0.04
H 0.846089 4.493999 -1.901654 0.05 -0.02 0.00
C -1.710650 -2.665263 2.352699 -0.05 0.88 -0.38
H 1.995968 -2.114028 -0.268575 -0.07 0.01 -0.03
H -2.662166 -0.418508 7.852867 0.01 -0.03 -0.05
C -1.636898 -3.760045 -1.552943 0.08 0.06 0.21
C -1.945557 3.165711 -1.767005 0.09 -0.12 0.07
H 5.011606 -2.043034 -0.690303 0.10 0.02 0.02
H -2.551591 0.135585 -1.221066 0.04 0.01 0.05
C -4.599042 0.108690 -0.622370 0.05 -0.04 0.00
O 1.890860 1.198923 1.445753 -0.34 0.31 -0.38
H -3.596744 4.765491 1.245851 0.01 -0.05 -0.07
N -0.846201 -1.439295 -1.726079 0.09 -0.45 0.28
H 2.773699 -2.682029 -2.648397 0.02 0.01 0.00
N -1.842505 1.330323 1.948563 0.26 -0.96 0.39
N -2.059119 0.752292 3.195958 0.12 -0.11 -0.06
H 6.143869 -0.247376 -1.008932 -0.03 0.02 -0.01
C 5.412969 1.673833 -1.608336 0.02 0.00 0.02
C 3.045366 1.813750 -2.070822 -0.08 -0.02 -0.01
C 1.844158 2.655414 -2.472678 0.12 0.04 0.05
C 1.835186 2.923843 -3.982164 -0.02 0.01 0.02
C 4.014557 -1.814623 -1.064997 -0.28 0.08 -0.07
H -2.514863 -2.886089 8.015596 0.01 0.01 -0.01
C -2.033347 -2.529967 4.701678 0.01 -0.15 -0.11
C 4.106485 1.082937 3.156992 0.06 0.08 -0.02
C 3.035046 -2.239427 0.038567 0.12 0.09 -0.05
C -2.719081 -4.622681 -1.373848 0.01 0.00 -0.03
C 5.273274 0.327203 -1.305819 0.05 0.05 0.03
C 2.934750 0.450893 -1.774770 -0.05 -0.13 -0.05
H -4.512332 -0.294530 0.389758 0.01 0.01 -0.05
H 2.600457 4.640509 -1.962684 -0.08 -0.06 0.03
H 4.118491 -3.700990 -2.141781 -0.05 0.09 0.00
C -2.342431 -0.391018 5.740908 -0.02 0.17 0.09
H 0.496561 -3.543744 -1.612887 0.06 0.19 -0.05
C 5.168009 1.004694 4.046474 0.01 -0.01 0.00
Sn -0.075701 0.304700 0.492340 -0.05 -0.12 0.37
C -3.744903 -0.007692 -2.986063 0.06 0.04 0.00
C 1.881824 0.320590 2.343323 0.23 -0.28 0.38
H -0.418771 -1.969906 -3.669752 0.08 -0.07 0.00
C -4.246204 -2.777385 -1.253534 -0.04 -0.02 0.01
H 4.113268 1.788619 2.334315 0.02 -0.05 0.05
C -0.006985 -5.230527 -2.811164 0.00 -0.01 -0.02
H -2.540810 -5.692772 -1.343280 -0.01 0.07 0.00
H -4.836430 -4.838154 -1.118226 0.05 0.04 0.00
H 3.183869 -3.295972 0.279841 0.00 0.06 -0.02
C 4.027066 -0.741342 5.257315 0.00 0.01 -0.01
H 1.097675 -5.497111 -0.302553 -0.08 0.02 0.01
H -5.259174 -2.408074 -1.140253 0.06 -0.02 0.00
H -2.111097 -4.246258 5.994692 -0.01 0.08 0.01
H -3.680498 5.937953 -0.948554 0.00 -0.03 -0.01
```
Positions in Å, forces in eV/Å.

Results of the Mulliken charge analysis, in e, for atoms 1 through 8:
1 H 0.512
2 C -0.762
3 H 0.367
4 C -0.836
5 C -1.617
6 H 0.426
7 C -1.138
8 C 0.156